An isolated molecule of C4H7NO3. Source: the OMol25 dataset; level of theory: wB97M-V/def2-TZVPD.

M	117.10	g/mol
E_tot	-11894.1158	eV
gap between HOMO and LUMO	10.26	eV
largest force on an atom	0.80	eV Å⁻¹
LUMO	0.5	eV

Cartesian coordinates (Å):
O -1.25145 1.48614 -1.05634
O 2.53959 -0.89483 -0.01451
O -1.68677 -1.11590 1.22553
N 1.49913 0.68573 -1.23971
C 0.47344 -0.00169 0.83074
C -1.68382 0.62385 -0.34151
C -0.87312 -0.50146 0.25773
C 1.61752 -0.12712 -0.17573
H -2.74494 0.58233 -0.04786
H -0.66571 -1.21094 -0.56535
H -1.21885 -1.86777 1.60607
H 0.73231 -0.60843 1.70027
H 0.67992 1.26338 -1.37114
H 2.20183 0.64950 -1.95924
H 0.38091 1.03721 1.15105